1.
C8H13PSi | ωB97M-V/def2-TZVPD

Calculated values
* SMILES: C[Si](C)(C)c1ccccp1
* lowest unoccupied orbital energy: 0.1 eV
* HOMO-LUMO gap: 9.1698 eV
* energy relative to the best compared isomer or geometry (same formula, charge and spin): 0.00 kJ/mol
* HOMO energy: -9.12 eV

```
23
Properties=species:S:1:pos:R:3:forces:R:3:lowdin_charge:R:1
C -1.47871 -0.55306 2.65331 2.985 -2.012 -0.630 -0.12
C -1.17949 0.03570 1.49335 3.983 -2.405 -2.930 -0.13
C -0.67971 -1.63232 3.11720 -1.402 -0.849 2.019 -0.16
C 0.21002 -2.38209 2.36959 0.032 1.241 -0.619 -0.38
C -0.08881 -0.44243 0.57503 -0.925 -0.324 1.199 -0.50
C 2.24548 0.51878 -1.53007 -2.962 -0.004 -1.891 -0.18
C -0.20288 2.23779 -0.90992 4.007 1.370 -1.389 -0.19
C -0.47658 -0.23623 -2.53175 -2.509 -0.042 -0.851 -0.22
Si 0.39267 0.42246 -1.00597 -0.070 1.748 -1.394 0.42
P 0.81991 -1.92722 0.79483 -1.398 1.509 0.525 0.96
H -2.21353 -0.13912 3.22034 -1.942 0.857 1.843 0.07
H -1.69740 0.85141 1.18748 -1.505 2.448 -0.918 0.05
H -0.96317 -1.87985 4.20606 0.852 -0.193 -1.737 0.12
H 0.76443 -3.23413 2.67095 -0.084 -0.760 1.240 0.01
H 2.76724 0.77942 -0.68655 1.727 1.317 1.670 -0.02
H 2.59676 -0.43832 -1.83586 0.301 -0.813 -0.455 0.00
H 2.22227 1.22713 -2.42837 0.422 -0.754 1.497 0.07
H -0.40036 2.73856 -1.90490 0.581 -0.769 0.775 0.05
H -1.08644 2.33637 -0.44101 -3.226 0.212 1.959 -0.05
H 0.54125 2.94517 -0.34571 -1.205 -1.331 -0.949 0.07
H -1.48745 -0.77013 -2.29681 1.431 1.311 -0.319 0.06
H -0.65273 0.57846 -3.35182 0.229 -1.374 1.619 0.06
H 0.04724 -1.03638 -3.01941 0.678 -0.386 -0.265 0.00
```
Forces are in eV/Å.



2.
C8H14BN | ωB97M-V/def2-TZVPD

Calculated values
* SMILES: CN(C)c1ccccc1.B
* lowest unoccupied orbital energy: -0.2 eV
* HOMO-LUMO gap: 7.2636 eV
* energy relative to the best compared isomer or geometry (same formula, charge and spin): 193.74 kJ/mol
* HOMO energy: -7.47 eV

```
24
Properties=species:S:1:pos:R:3:forces:R:3:lowdin_charge:R:1
C 1.39126 1.50348 -0.05724 -0.017 0.042 0.113 -0.06
N 0.37423 0.70843 0.64380 0.540 0.604 1.303 -0.17
C -0.73646 0.25687 -0.01066 -1.010 -0.470 0.217 -0.25
C -1.84881 -0.17387 0.75924 -0.284 -0.520 -0.629 -0.04
C -2.93907 -0.78169 0.14313 0.185 -0.071 -0.024 -0.10
C -2.99875 -0.95332 -1.24834 0.175 0.024 0.410 -0.11
C -1.92071 -0.47419 -2.00742 -0.508 -0.069 0.571 -0.10
C -0.81677 0.14643 -1.41563 -0.424 -0.250 0.245 -0.04
C 0.36269 0.79048 2.12795 -0.080 0.246 0.124 -0.06
H 0.97240 2.04813 -0.93684 0.225 -0.562 0.614 0.09
H 1.80166 2.27762 0.61855 -0.246 -0.419 -0.219 0.09
H 2.23424 0.86037 -0.36413 -0.308 0.389 -0.148 0.05
H -1.86864 -0.11351 1.84756 0.023 -0.095 -0.619 0.08
H -3.70957 -1.17489 0.81471 0.048 0.194 -0.476 0.10
H -3.85828 -1.47461 -1.69618 0.587 0.360 0.109 0.10
H -1.96335 -0.61956 -3.07647 0.175 0.153 -0.147 0.09
H -0.01443 0.51385 -2.03963 0.045 -0.139 0.002 0.09
H -0.62955 0.77736 2.62455 0.583 0.493 -0.821 0.07
H 0.84816 1.72245 2.36752 0.036 0.436 0.310 0.07
H 0.89559 0.03617 2.73142 0.236 -0.304 -0.945 0.09
B 3.65891 -1.49224 -0.50796 -0.773 0.337 0.971 0.12
H 3.79887 -2.45464 0.21780 0.177 0.334 -0.602 -0.03
H 2.82699 -1.49665 -1.37848 0.534 -0.127 0.039 -0.03
H 4.13940 -0.43248 -0.15724 0.081 -0.588 -0.400 -0.04
```
Forces are in eV/Å.



3.
C8H14BaN2P | ωB97M-V/def2-TZVPD

Calculated values
* lowest unoccupied orbital energy (spin up / spin down): 2.8 / 2.6 eV
* HOMO-LUMO gap (spin up / spin down): 4.2882 / 2.1441 eV
* energy relative to the best compared isomer or geometry (same formula, charge and spin): 1042.03 kJ/mol
* HOMO energy (spin up / spin down): -1.45 / 0.48 eV
* total charge: -1

```
26
Properties=species:S:1:pos:R:3:forces:R:3:lowdin_charge:R:1
C -2.04916 -1.72698 -2.65971 -1.596 -1.410 -5.455 -0.41
C -0.71753 -2.17787 -3.09013 -2.039 -0.314 -2.354 -0.32
C 0.03935 -1.04241 -3.38302 -1.177 0.978 -2.400 -0.31
C -0.80885 0.13343 -3.13979 -0.898 -0.242 -5.415 -0.39
C -2.13271 -0.30839 -2.82530 -0.617 -0.434 -3.712 -0.37
Ba -0.68807 -0.82022 -1.07649 4.603 3.210 0.665 1.26
P -1.16705 -2.07543 0.75209 -2.269 -6.534 8.665 0.33
H -2.88416 -2.38740 -2.41542 0.393 0.243 0.113 0.09
H -0.38406 -3.21579 -3.13266 -0.122 0.397 0.203 0.09
H 1.08283 -1.01538 -3.70048 -0.332 0.032 0.296 0.09
H -3.01058 0.31804 -2.66557 0.386 -0.214 0.165 0.09
H -0.51430 1.16760 -3.33257 -0.031 -0.388 0.340 0.09
H -0.11361 -2.30826 1.66853 -0.016 -0.336 0.245 -0.13
H -1.63230 -3.39864 0.54801 -0.186 -0.316 0.911 -0.15
H -2.16814 -1.58427 1.62600 -0.287 -0.195 0.452 -0.14
C 2.23848 1.05368 3.28628 0.158 -0.705 0.342 -0.14
N 1.45633 1.73601 2.27770 -2.151 -2.459 -3.571 -0.26
C 1.30953 3.17576 2.26421 -0.181 0.539 -0.415 -0.13
C 0.79005 0.94177 1.23552 1.563 1.322 2.743 -0.18
N 0.21845 0.26039 0.34144 4.997 6.935 8.417 -0.55
H 2.68595 1.76632 4.01078 -0.312 -0.224 -0.496 0.07
H 3.05973 0.48642 2.79974 -0.398 0.215 0.443 0.07
H 1.58975 0.34649 3.84489 0.483 0.266 -0.210 0.07
H 1.70469 3.58128 1.30900 -0.264 -0.006 0.520 0.08
H 0.23505 3.44115 2.35480 0.575 0.064 -0.063 0.08
H 1.86033 3.65269 3.10214 -0.282 -0.425 -0.428 0.07
```
Forces are in eV/Å.



Strongest force on any atom values (in eV/A) by entry order: 5.5 1.5 12.0.